(1)
Formula: C46H34FN2O19S2
Source: the Open Molecules 2025 dataset
Level of theory: ωB97M-V/def2-TZVPD

Results
**HOMO-LUMO gap**: 5.76 eV
**Lowest unoccupied orbital energy**: -0.03634 Ha
**F_max**: 7.859 eV/A

Structure (ORCA input):
```
! wB97M-V def2-TZVPD RIJCOSX def2/J DEFGRID3
* xyz -1 1
S 4.12947 -5.70300 2.98722
S 1.32371 -6.10853 3.20568
F 1.76127 -4.25285 1.18527
O -3.59925 4.91843 -3.17777
O -2.78403 -11.77015 1.62131
O 8.67130 -2.32846 4.02115
O -3.16900 -6.54862 0.77982
O 6.48818 5.94409 3.62434
O 4.65282 -5.47797 1.35514
O 5.34734 -6.25553 3.72142
O -2.24758 6.94546 0.37978
O -4.01432 6.79682 -8.12133
O 3.85130 -4.35237 3.58453
O 1.10157 -5.17289 4.36459
O -7.16817 7.50086 -2.90055
O 0.31969 -7.25262 3.37602
O -1.76577 1.25491 -4.34167
O 9.45202 1.69036 2.51136
O -2.76209 -1.57838 0.02999
O 5.78839 -1.48055 -0.35101
O -8.04810 3.43047 0.38286
O 0.72811 2.68785 -0.68812
N 2.87211 -6.84486 3.14086
N 3.03405 -6.99689 -0.00497
C -8.59752 6.49369 -1.32530
C 7.95535 3.32691 1.72652
C 3.92798 -6.37755 0.51755
C -3.62866 4.45090 -5.48505
C 6.21418 -2.85709 1.51089
C 8.73155 3.23845 4.12951
C -7.84592 4.36466 -0.36984
C -2.87298 -10.57134 1.42832
C 6.93779 -3.07096 2.61157
C -3.08727 -0.39128 -3.29915
C -3.98509 7.26600 -5.81648
C -1.56431 5.96781 0.13586
C -1.51177 5.38723 -1.22246
C -8.81855 5.47102 -0.49846
C 8.77233 2.66727 2.76697
C -3.91977 6.36568 -6.98776
C -0.00385 4.24481 0.91951
C -0.76225 4.31847 -1.48916
C -3.73433 4.92212 -6.72815
C -6.39845 5.45995 -2.01846
C 7.20866 4.39582 2.00610
C -2.53402 -0.92850 -0.97191
C -1.44057 0.06557 -1.00982
C -1.18862 0.77709 -2.10938
C -0.59421 -4.46720 1.88889
C 7.52049 -0.74156 1.06012
C -3.69406 5.35140 -4.31490
C -3.33928 -1.10297 -2.19979
C -0.75392 5.31516 1.18726
C 7.98485 4.30743 4.40921
C -2.82203 -10.00845 0.06214
C -7.37050 6.56554 -2.14692
C 0.81690 -5.23637 1.64546
C -1.10955 -3.96632 0.42408
C 0.04700 3.66592 -0.43990
C 8.00775 -2.13539 3.01809
C -3.08004 -7.74699 0.97357
C -6.61915 4.43710 -1.19168
C -1.99367 0.60290 -3.33659
C -3.03522 -9.62296 2.55012
C -3.87938 6.79472 -4.57364
C 8.24378 -0.95401 2.15947
C -2.91750 -8.69543 -0.14882
C 7.16775 4.96737 3.36879
C 6.45028 -1.67683 0.65313
C -3.13075 -8.30972 2.33923
H 0.59575 3.75487 1.67681
H -2.70345 -10.71677 -0.74851
H -0.71190 -2.89270 0.29466
H -3.24884 -7.60154 3.14983
H 5.42911 -3.52998 1.19813
H -0.39167 1.50755 -2.15354
H 6.77681 -3.93083 3.25161
H -0.64942 -4.64254 -0.38157
H 7.68112 0.11786 0.42023
H 6.60399 4.89035 1.25602
H -0.86116 0.18113 -0.10206
H -0.44524 -3.53990 2.54323
H -2.88132 -8.26594 -1.14226
H -3.49154 3.39664 -5.27628
H -2.24478 -4.00986 0.31339
H -3.07099 -10.05216 3.54340
H -4.13668 -1.83454 -2.15513
H -5.91724 3.61926 -1.08477
H -5.50545 5.52792 -2.62783
H 9.33620 2.74362 4.87947
H -0.80422 5.75227 2.17672
H -3.92458 7.44047 -3.70496
H -4.12199 8.31970 -6.02466
H 9.03021 -0.27899 2.47187
H -0.71227 3.88140 -2.47909
H 7.99767 2.89566 0.73411
H -1.39467 -5.16826 2.32961
H -2.10940 5.87437 -1.97949
H -3.66638 -0.50651 -4.20707
H -9.29897 7.31174 -1.43256
H -9.71134 5.40316 0.11083
H 7.94248 4.73853 5.40159
H 0.58291 -6.03812 0.85001
H -3.68923 4.27650 -7.59641
*
```

Results of the Löwdin charge analysis, in e, for atoms 1 through 99:
1. S 0.648
2. S 0.648
3. F -0.064
4. O 0.050
5. O 0.094
6. O 0.100
7. O 0.093
8. O 0.101
9. O -0.226
10. O -0.365
11. O 0.102
12. O 0.109
13. O -0.339
14. O -0.370
15. O 0.096
16. O -0.405
17. O 0.078
18. O 0.082
19. O 0.091
20. O 0.093
21. O 0.107
22. O 0.090
23. N -0.296
24. N 0.155
25. C 0.018
26. C 0.027
27. C -0.270
28. C 0.039
29. C 0.031
30. C 0.030
31. C -0.387
32. C -0.388
33. C 0.040
34. C 0.015
35. C 0.033
36. C -0.378
37. C 0.021
38. C 0.021
39. C -0.366
40. C -0.383
41. C 0.029
42. C 0.028
43. C 0.030
44. C 0.031
45. C 0.023
46. C -0.379
47. C 0.040
48. C 0.018
49. C -0.177
50. C 0.016
51. C -0.371
52. C 0.029
53. C 0.023
54. C 0.022
55. C 0.019
56. C -0.380
57. C -0.349
58. C -0.119
59. C -0.377
60. C -0.375
61. C -0.376
62. C 0.036
63. C -0.382
64. C 0.026
65. C 0.025
66. C 0.015
67. C 0.022
68. C -0.388
69. C -0.381
70. C 0.029
71. H 0.125
72. H 0.119
73. H 0.068
74. H 0.127
75. H 0.093
76. H 0.090
77. H 0.114
78. H 0.080
79. H 0.109
80. H 0.123
81. H 0.128
82. H 0.121
83. H 0.120
84. H 0.116
85. H 0.063
86. H 0.123
87. H 0.124
88. H 0.126
89. H 0.080
90. H 0.126
91. H 0.122
92. H 0.128
93. H 0.126
94. H 0.086
95. H 0.120
96. H 0.121
97. H 0.108
98. H 0.093
99. H 0.118

***

(2)
Formula: C46H35FO17
Source: the Open Molecules 2025 dataset
Level of theory: ωB97M-V/def2-TZVPD

Results
**HOMO-LUMO gap**: 8.31 eV
**Lowest unoccupied orbital energy**: -0.06785 Ha
**SMILES string**: O=C1C=CC(=O)C=C1.O=C1C=CC(=O)C=C1.O=C1C=CC(=O)C=C1.O=C1C=CC(=O)C=C1.O=C1C=CC(=O)C=C1.O=C1C=CC(=O)C=C1.O=C1C=CC(=O)C=C1.CCCOC(=O)OF
**F_max**: 0.506 eV/A

Structure (ORCA input):
```
! wB97M-V def2-TZVPD RIJCOSX def2/J DEFGRID3
* xyz 0 1
F -6.07297 0.73101 2.23721
O -3.38577 1.81261 0.60948
O -1.74871 3.33138 -1.91300
O 4.06060 0.66484 -2.77560
O -10.17473 2.92245 5.00836
O 2.81227 -3.48463 -3.25265
O 8.69888 3.84332 3.18530
O 8.88805 -1.28288 -3.73430
O -0.41016 -1.04664 -3.83130
O 1.28310 -4.43145 3.22183
O -9.02532 -2.24651 5.05935
O -5.33702 1.18122 -0.21151
O 6.77284 -0.67118 1.20177
O -5.17123 3.67596 -5.93982
O 1.51082 -1.25664 1.36464
O -4.72269 0.55012 1.89441
O -0.07658 -2.17519 7.81469
O -0.54721 -0.25840 -9.06200
C 1.82145 -1.77294 0.30734
C 2.26167 -3.18909 0.24380
C -10.56674 0.81339 5.97820
C 1.03167 -4.66912 5.54884
C 2.51729 -2.97926 -2.18811
C -0.51765 -0.44079 -7.86492
C 9.01951 1.53801 2.83034
C -4.74956 2.89319 -3.75717
C 6.44951 1.63299 1.56219
C -8.63526 -0.13818 4.08516
C 0.69001 -4.10278 6.70242
C -2.17729 4.11050 -4.08954
C -1.59028 -0.26598 1.43388
C 0.51750 -1.30513 -7.24123
C 7.24959 -0.74019 -2.13170
C 7.78225 -0.83983 -3.51459
C -1.48568 -0.00559 -5.65039
C 6.03730 -0.24732 -1.89496
C -3.89165 2.80138 -2.74382
C 2.07793 -1.56596 -2.11361
C 5.16718 0.21943 -3.00109
C -3.03655 4.19932 -5.10072
C 1.75800 -1.00402 -0.95363
C 0.52387 -2.49665 4.33062
C -10.27733 -0.48441 5.99139
C 0.55022 -1.50429 -5.92652
C 2.58693 -3.74849 -0.91937
C 0.23588 -2.68879 6.76269
C 6.93436 2.76750 2.05822
C 7.21282 0.36354 1.66011
C -0.44840 -0.86697 -5.03013
C 8.53384 0.40375 2.33429
C 6.90533 -0.37671 -4.62284
C 5.69206 0.11333 -4.38496
C -2.52629 2.08303 1.74934
C -1.29108 1.21574 1.65361
C -2.53824 3.40600 -2.83133
C -1.51713 0.19263 -6.96503
C -8.92564 1.15958 4.07214
C -4.55209 1.21963 0.67195
C 8.25833 2.81066 2.73246
C 0.97482 -3.91034 4.27380
C -4.39297 3.59640 -5.01415
C -9.28837 -1.06389 5.04581
C -9.91279 1.73933 5.01792
C 0.18067 -1.93351 5.48606
H 0.49777 -1.96589 3.38737
H -10.73856 -1.17979 6.68111
H -1.90664 -0.44543 0.40533
H 9.98046 1.59598 3.32530
H 0.72146 -4.63209 7.64625
H 7.89653 -1.09368 -1.33874
H -11.28277 1.26030 6.65613
H 5.03469 0.45759 -5.17342
H -4.13849 2.28684 -1.82472
H 2.03779 -1.02900 -3.04899
H 1.29072 -2.13336 -5.44504
H 6.39959 3.70693 2.00052
H -1.18442 4.54093 -4.12599
H 5.48621 1.57695 1.07016
H 1.36298 -5.69729 5.47717
H -3.07804 1.96221 2.67938
H 2.90933 -4.77876 -1.00117
H -0.15206 -0.90559 5.55763
H -2.26088 0.81580 -7.44541
H -0.69320 -0.84937 1.62395
H -2.26456 3.13408 1.63751
H -8.46466 1.85438 3.38142
H -0.67386 1.35752 2.54389
H -2.20099 0.44300 -4.97216
H 1.23082 -1.75667 -7.91897
H 7.31539 -0.46435 -5.62088
H 2.29265 -3.72392 1.18481
H -2.80047 4.70752 -6.02720
H -2.38478 -0.61769 2.09873
H 1.43642 0.02668 -0.87701
H -7.91884 -0.58244 3.40630
H 9.06728 -0.53650 2.39239
H -0.70717 1.58531 0.80651
H 5.62872 -0.17945 -0.89511
H -5.74150 2.46084 -3.71671
*
```

Charge distribution, Löwdin scheme, values in e:
1. F -0.002
2. O 0.047
3. O 0.102
4. O 0.090
5. O 0.106
6. O 0.097
7. O 0.114
8. O 0.110
9. O 0.100
10. O 0.096
11. O 0.108
12. O 0.173
13. O 0.087
14. O 0.105
15. O 0.066
16. O 0.079
17. O 0.107
18. O 0.110
19. C -0.360
20. C 0.036
21. C 0.018
22. C 0.021
23. C -0.373
24. C -0.385
25. C 0.025
26. C 0.028
27. C 0.021
28. C 0.019
29. C 0.021
30. C 0.017
31. C -0.078
32. C 0.024
33. C 0.029
34. C -0.382
35. C 0.023
36. C 0.022
37. C 0.033
38. C -0.002
39. C -0.377
40. C 0.016
41. C 0.029
42. C 0.031
43. C 0.019
44. C 0.027
45. C 0.031
46. C -0.387
47. C 0.026
48. C -0.380
49. C -0.374
50. C 0.023
51. C 0.024
52. C 0.022
53. C -0.136
54. C -0.205
55. C -0.379
56. C 0.025
57. C 0.020
58. C -0.557
59. C -0.384
60. C -0.368
61. C -0.392
62. C -0.384
63. C -0.386
64. C 0.026
65. H 0.090
66. H 0.121
67. H 0.085
68. H 0.123
69. H 0.122
70. H 0.118
71. H 0.121
72. H 0.121
73. H 0.090
74. H 0.099
75. H 0.115
76. H 0.124
77. H 0.120
78. H 0.121
79. H 0.121
80. H 0.129
81. H 0.123
82. H 0.121
83. H 0.122
84. H 0.036
85. H 0.131
86. H 0.118
87. H 0.117
88. H 0.115
89. H 0.123
90. H 0.122
91. H 0.099
92. H 0.121
93. H 0.077
94. H 0.127
95. H 0.110
96. H 0.123
97. H 0.111
98. H 0.097
99. H 0.125

***

Among the records above, which one has the lowest HOMO-LUMO gap?
C46H34FN2O19S2